{
  "formula": "C3H11N2O4",
  "method": "the ωB97M-V functional and the def2-TZVPD basis",
  "elements": ["C", "N", "C", "O", "O", "C", "N", "H", "H", "H", "H", "H", "H", "H", "H", "H", "O", "H", "H", "O"],
  "positions_angstrom": [[-1.25, 0.85, 1.16], [-0.58, 0.73, -0.12], [0.81, 0.61, -0.35], [1.59, 0.96, 0.56], [1.15, -0.08, -1.38], [-1.62, -0.56, 1.51], [-0.52, -1.51, 1.66], [-2.11, 1.49, 1.27], [-0.37, 1.22, 1.78], [-1.18, 0.47, -0.91], [-2.22, -0.63, 2.50], [-2.07, -1.11, 0.63], [-0.19, -1.63, 2.62], [0.25, -1.16, 1.13], [-0.22, 0.64, -2.73], [0.34, 2.02, -3.05], [-0.26, 1.44, -3.40], [3.10, -0.88, -0.36], [2.24, -1.25, -1.55], [3.11, -1.63, -0.96]],
  "spin_multiplicity": 1,
  "total_charge": -1,
  "homo_ev": -5.27,
  "de_lowest_kj_mol": 0.0
}


{
  "formula": "C8H5I2O2",
  "method": "the ωB97M-V functional and the def2-TZVPD basis",
  "elements": ["C", "C", "C", "C", "C", "C", "C", "C", "O", "O", "I", "I", "H", "H", "H", "H", "H"],
  "positions_angstrom": [[2.48, -0.17, 0.78], [1.71, -1.23, 0.12], [1.82, 0.99, 1.02], [0.35, -1.11, -0.03], [0.44, 1.19, 0.79], [-0.37, 0.13, 0.31], [-2.17, 0.01, -2.10], [-1.81, 0.19, -0.11], [-3.15, 0.58, -2.29], [-1.30, -0.68, -2.56], [-2.95, -1.61, 0.53], [-2.95, 1.86, 0.72], [3.57, -0.23, 1.00], [2.21, -2.16, -0.10], [2.13, 1.86, 1.53], [-0.10, -1.79, -0.74], [0.08, 2.15, 1.14]],
  "spin_multiplicity": 1,
  "total_charge": -1,
  "homo_ev": -4.07,
  "de_lowest_kj_mol": 37.9
}


{
  "formula": "C23H31NO5",
  "method": "the ωB97M-V functional and the def2-TZVPD basis",
  "elements": ["C", "C", "O", "C", "C", "C", "C", "C", "C", "C", "O", "O", "N", "C", "O", "C", "C", "C", "C", "C", "C", "C", "C", "C", "C", "C", "C", "O", "C", "H", "H", "H", "H", "H", "H", "H", "H", "H", "H", "H", "H", "H", "H", "H", "H", "H", "H", "H", "H", "H", "H", "H", "H", "H", "H", "H", "H", "H", "H", "H"],
  "positions_angstrom": [[-2.19, -1.22, -6.91], [-2.95, -1.81, -5.71], [-2.09, -2.12, -4.63], [-1.57, -1.13, -3.87], [-1.93, 0.21, -3.92], [-1.34, 1.14, -3.07], [-0.39, 0.74, -2.15], [0.28, 1.74, -1.24], [1.70, 2.07, -1.77], [2.69, 0.92, -1.62], [2.86, 0.09, -2.47], [3.38, 0.90, -0.49], [0.25, 1.22, 0.12], [0.96, 1.64, 1.18], [1.88, 2.44, 1.09], [0.59, 0.98, 2.51], [1.46, 1.58, 3.62], [1.13, 0.92, 4.96], [-0.34, 1.16, 5.29], [-1.21, 0.56, 4.19], [-0.95, -0.94, 4.10], [0.52, -1.18, 3.77], [1.40, -0.58, 4.87], [0.86, -0.53, 2.43], [-0.89, 1.22, 2.85], [-0.04, -0.61, -2.08], [-0.59, -1.54, -2.94], [-0.26, -2.85, -2.96], [0.86, -3.27, -2.22], [-1.71, -0.28, -6.64], [-2.88, -1.05, -7.73], [-1.42, -1.92, -7.23], [-3.75, -1.13, -5.39], [-3.39, -2.76, -5.99], [-2.67, 0.56, -4.62], [-1.62, 2.17, -3.14], [-0.29, 2.68, -1.26], [2.08, 2.95, -1.24], [1.60, 2.30, -2.83], [3.08, 1.61, 0.13], [-0.49, 0.56, 0.28], [2.51, 1.43, 3.37], [1.29, 2.66, 3.67], [1.76, 1.36, 5.74], [-0.58, 0.71, 6.25], [-0.53, 2.24, 5.37], [-2.27, 0.73, 4.43], [-1.20, -1.42, 5.05], [-1.58, -1.38, 3.32], [0.71, -2.26, 3.70], [2.45, -0.75, 4.64], [1.17, -1.05, 5.82], [1.91, -0.70, 2.18], [0.25, -0.99, 1.64], [-1.54, 0.81, 2.08], [-1.08, 2.30, 2.91], [0.71, -0.92, -1.36], [0.66, -3.25, -1.14], [1.05, -4.30, -2.52], [1.74, -2.66, -2.44]],
  "smiles": "CCOc1ccc([C@H](CC(=O)O)NC(=O)[C@]23C[C@H]4C[C@H](C[C@H](C4)C2)C3)cc1OC",
  "spin_multiplicity": 1,
  "homo_ev": -8.08,
  "de_lowest_kj_mol": 10.9
}


{
  "formula": "C64H176N16O16",
  "method": "the ωB97M-V functional and the def2-TZVPD basis",
  "elements": ["C", "C", "C", "O", "C", "N", "H", "H", "H", "H", "H", "H", "H", "H", "H", "H", "H", "C", "C", "C", "O", "C", "N", "H", "H", "H", "H", "H", "H", "H", "H", "H", "H", "H", "C", "C", "C", "O", "C", "N", "H", "H", "H", "H", "H", "H", "H", "H", "H", "H", "H", "C", "C", "C", "O", "C", "N", "H", "H", "H", "H", "H", "H", "H", "H", "H", "H", "H", "C", "C", "C", "O", "C", "N", "H", "H", "H", "H", "H", "H", "H", "H", "H", "H", "H", "C", "C", "C", "O", "C", "N", "H", "H", "H", "H", "H", "H", "H", "H", "H", "H", "H", "C", "C", "C", "O", "C", "N", "H", "H", "H", "H", "H", "H", "H", "H", "H", "H", "H", "C", "C", "C", "O", "C", "N", "H", "H", "H", "H", "H", "H", "H", "H", "H", "H", "H", "C", "C", "C", "O", "C", "N", "H", "H", "H", "H", "H", "H", "H", "H", "H", "H", "H", "C", "C", "C", "O", "C", "N", "H", "H", "H", "H", "H", "H", "H", "H", "H", "H", "H", "C", "C", "C", "O", "C", "N", "H", "H", "H", "H", "H", "H", "H", "H", "H", "H", "H", "C", "C", "C", "O", "C", "N", "H", "H", "H", "H", "H", "H", "H", "H", "H", "H", "H", "C", "C", "C", "O", "C", "N", "H", "H", "H", "H", "H", "H", "H", "H", "H", "H", "H", "C", "C", "C", "O", "C", "N", "H", "H", "H", "H", "H", "H", "H", "H", "H", "H", "H", "C", "C", "C", "O", "C", "N", "H", "H", "H", "H", "H", "H", "H", "H", "H", "H", "H", "C", "C", "C", "O", "C", "N", "H", "H", "H", "H", "H", "H", "H", "H", "H", "H", "H"],
  "positions_angstrom": [[7.12, 0.67, -1.75], [6.51, -0.55, -0.95], [6.07, -0.21, 0.42], [7.10, 0.35, 1.20], [6.80, 0.64, 2.52], [5.38, -1.14, -1.65], [7.43, 0.18, -2.61], [7.95, 1.06, -1.13], [6.41, 1.44, -2.00], [7.32, -1.24, -0.90], [5.61, -1.15, 0.95], [5.25, 0.55, 0.33], [6.58, 1.67, 2.65], [7.65, 0.40, 3.09], [5.94, 0.11, 2.89], [5.49, -1.43, -2.59], [4.85, -1.73, -1.02], [-3.57, 1.04, 7.02], [-3.41, 2.31, 6.28], [-1.99, 2.84, 6.55], [-1.81, 4.05, 5.91], [-0.75, 4.80, 6.43], [-3.50, 2.03, 4.82], [-2.93, 0.26, 6.60], [-4.60, 0.70, 6.85], [-3.44, 1.05, 8.12], [-4.15, 3.12, 6.42], [-1.19, 2.15, 6.27], [-1.75, 2.96, 7.64], [-0.95, 5.10, 7.48], [-0.68, 5.70, 5.87], [0.21, 4.21, 6.40], [-3.47, 2.95, 4.42], [-2.64, 1.63, 4.52], [-1.68, -4.55, 0.51], [-1.45, -5.82, -0.21], [-2.55, -6.13, -1.16], [-3.66, -6.62, -0.43], [-4.68, -6.80, -1.43], [-0.23, -5.72, -0.99], [-1.00, -4.27, 1.34], [-2.66, -4.54, 1.01], [-1.61, -3.69, -0.13], [-1.41, -6.59, 0.54], [-2.24, -6.99, -1.80], [-2.83, -5.23, -1.80], [-5.56, -7.28, -0.95], [-4.27, -7.34, -2.28], [-5.02, -5.82, -1.88], [-0.14, -6.61, -1.47], [0.56, -5.58, -0.33], [3.42, -0.51, 3.02], [2.01, -0.66, 3.45], [1.33, 0.75, 3.55], [1.72, 1.58, 4.68], [1.48, 0.95, 5.97], [1.44, -1.63, 2.59], [3.56, -0.38, 1.95], [4.05, -1.40, 3.20], [3.87, 0.32, 3.60], [2.07, -0.96, 4.47], [0.25, 0.74, 3.51], [1.60, 1.35, 2.67], [1.83, 1.70, 6.75], [2.10, 0.09, 6.10], [0.43, 0.63, 6.06], [0.48, -1.72, 2.72], [1.68, -1.46, 1.64], [2.96, 1.81, -4.49], [2.79, 2.86, -5.56], [3.46, 2.27, -6.84], [2.84, 1.05, -7.20], [3.42, 0.48, -8.33], [1.41, 3.34, -5.75], [4.04, 1.80, -4.30], [2.66, 0.80, -4.76], [2.53, 2.13, -3.60], [3.38, 3.76, -5.28], [4.53, 2.01, -6.65], [3.39, 2.92, -7.76], [3.13, -0.54, -8.33], [4.54, 0.55, -8.36], [3.06, 0.93, -9.23], [1.42, 4.23, -6.26], [0.80, 2.66, -6.25], [-5.29, -1.23, -4.82], [-3.91, -1.80, -4.60], [-3.71, -3.23, -5.07], [-4.63, -4.02, -4.36], [-4.78, -5.34, -4.83], [-2.89, -1.05, -5.30], [-5.51, -1.17, -5.88], [-5.29, -0.24, -4.31], [-6.00, -1.97, -4.48], [-3.67, -1.87, -3.56], [-2.70, -3.57, -5.07], [-4.01, -3.27, -6.11], [-4.91, -5.35, -5.95], [-5.65, -5.79, -4.32], [-3.87, -5.96, -4.63], [-1.96, -1.00, -4.98], [-3.21, -0.09, -5.47], [-8.47, 5.82, 3.29], [-7.42, 5.29, 2.34], [-5.92, 5.18, 2.95], [-5.61, 6.40, 3.56], [-4.56, 6.22, 4.42], [-7.83, 3.98, 1.78], [-8.52, 5.22, 4.16], [-9.43, 5.73, 2.70], [-8.25, 6.87, 3.56], [-7.31, 5.99, 1.55], [-5.20, 4.91, 2.18], [-5.96, 4.36, 3.74], [-4.12, 7.18, 4.70], [-3.69, 5.72, 3.99], [-4.90, 5.69, 5.37], [-8.00, 3.42, 2.58], [-7.04, 3.55, 1.25], [0.34, -5.37, -5.08], [1.31, -4.18, -4.97], [0.68, -3.01, -4.36], [-0.46, -2.56, -5.09], [-0.20, -2.13, -6.47], [2.53, -4.45, -4.10], [0.91, -6.17, -5.50], [-0.50, -5.10, -5.67], [0.06, -5.76, -4.07], [1.71, -3.89, -5.93], [1.47, -2.30, -4.18], [0.25, -3.30, -3.39], [-1.13, -1.76, -6.95], [0.15, -2.97, -7.07], [0.50, -1.30, -6.47], [2.20, -4.53, -3.12], [2.85, -5.43, -4.31], [3.43, -4.03, -0.10], [3.32, -5.20, 0.77], [4.11, -4.86, 2.11], [3.89, -5.96, 3.08], [4.55, -5.63, 4.26], [1.97, -5.48, 1.17], [4.47, -3.79, -0.21], [2.82, -3.26, 0.33], [2.99, -4.14, -1.10], [3.80, -6.07, 0.32], [3.62, -4.01, 2.58], [5.19, -4.74, 1.90], [4.96, -6.51, 4.73], [3.97, -5.05, 5.04], [5.50, -5.07, 4.08], [1.93, -6.00, 2.09], [1.55, -4.58, 1.34], [-2.46, 3.90, -5.28], [-2.20, 3.35, -3.91], [-3.47, 3.11, -3.06], [-2.95, 2.90, -1.75], [-3.97, 3.12, -0.80], [-1.41, 2.09, -4.02], [-1.46, 4.06, -5.68], [-2.98, 4.82, -5.16], [-3.12, 3.17, -5.84], [-1.67, 4.15, -3.42], [-4.06, 2.25, -3.37], [-4.11, 3.95, -3.12], [-4.65, 2.27, -0.70], [-4.53, 4.02, -1.09], [-3.47, 3.12, 0.20], [-1.28, 1.83, -3.06], [-0.38, 2.25, -4.27], [5.44, -1.11, -5.42], [6.04, -2.46, -5.32], [7.57, -2.37, -5.02], [8.24, -1.60, -6.00], [9.61, -1.42, -5.70], [5.46, -3.36, -4.35], [4.42, -1.28, -5.85], [5.97, -0.53, -6.17], [5.37, -0.60, -4.47], [5.95, -2.88, -6.38], [8.09, -3.38, -5.07], [7.79, -1.98, -3.96], [9.69, -0.79, -4.86], [10.05, -0.98, -6.58], [10.09, -2.36, -5.54], [5.99, -4.12, -4.04], [4.53, -3.65, -4.52], [5.48, 6.11, -0.51], [5.34, 4.71, 0.13], [3.99, 4.10, -0.24], [4.06, 2.76, 0.23], [3.03, 1.96, -0.19], [6.55, 3.92, -0.11], [4.78, 6.23, -1.37], [6.52, 6.48, -0.60], [4.96, 6.78, 0.19], [5.35, 4.77, 1.25], [3.92, 4.12, -1.28], [3.13, 4.61, 0.18], [3.27, 0.98, 0.27], [3.07, 1.82, -1.21], [2.05, 2.21, 0.14], [6.43, 3.03, 0.38], [6.53, 3.73, -1.11], [-2.72, -0.14, -0.25], [-1.30, -0.33, 0.16], [-0.42, -0.73, -0.96], [0.93, -0.87, -0.55], [1.81, -1.35, -1.53], [-0.78, 0.85, 0.78], [-3.18, -1.02, -0.75], [-2.84, 0.70, -0.93], [-3.38, 0.12, 0.61], [-1.26, -1.18, 0.87], [-0.52, -0.01, -1.80], [-0.73, -1.69, -1.35], [2.78, -1.37, -1.12], [1.84, -0.61, -2.37], [1.52, -2.28, -1.97], [-1.01, 1.68, 0.21], [0.21, 0.85, 0.93], [-9.21, 1.62, 5.74], [-7.90, 0.83, 5.58], [-7.99, -0.10, 4.33], [-8.24, 0.71, 3.19], [-7.82, 0.05, 1.97], [-6.72, 1.70, 5.37], [-10.09, 0.92, 5.92], [-9.32, 2.28, 4.88], [-9.00, 2.23, 6.64], [-7.84, 0.17, 6.46], [-8.70, -0.88, 4.47], [-6.97, -0.63, 4.19], [-8.34, -0.94, 1.92], [-6.76, 0.00, 1.90], [-8.15, 0.62, 1.07], [-6.53, 2.25, 6.24], [-5.91, 1.08, 5.40], [-0.41, -2.68, 6.74], [-0.59, -3.71, 5.60], [-1.76, -3.22, 4.63], [-1.40, -1.98, 4.02], [-2.50, -1.42, 3.24], [0.68, -3.90, 4.96], [-0.09, -1.69, 6.41], [0.36, -3.06, 7.46], [-1.32, -2.58, 7.38], [-0.92, -4.61, 6.13], [-2.67, -3.03, 5.14], [-1.92, -3.98, 3.83], [-2.14, -0.53, 2.74], [-3.35, -1.17, 3.91], [-2.94, -2.09, 2.48], [0.79, -3.28, 4.13], [0.76, -4.85, 4.58], [1.82, 4.64, 3.28], [0.39, 5.01, 2.97], [0.24, 5.45, 1.49], [0.57, 4.33, 0.63], [0.57, 4.65, -0.71], [-0.56, 3.86, 3.05], [1.83, 4.25, 4.28], [2.48, 5.49, 2.99], [2.08, 3.90, 2.57], [0.06, 5.83, 3.63], [1.07, 6.22, 1.35], [-0.78, 5.74, 1.33], [-0.41, 4.47, -1.14], [1.19, 3.89, -1.16], [1.02, 5.70, -0.85], [-0.56, 3.49, 4.01], [-0.23, 3.08, 2.49]],
  "spin_multiplicity": 1,
  "homo_ev": -8.49,
  "de_lowest_kj_mol": 458.1
}


no.,energy (eV)
1,-14460.987
2,-28674.152
3,-36083.564
4,-125812.131